The following is a DFT calculation (wB97M-V/def2-TZVPD) of C14H25BN6SiV as an isolated structure at a distorted geometry.

Properties
total charge	+2
calculated total energy	-2134.63129	Ha
expectation value of S²	0.767
lowest unoccupied orbital energy (alpha / beta)	-8.073 / -11.422	eV
multiplicity	2
ΔE to the lowest compared entry with this formula, charge and spin	91.73	kcal per mole

The geometry in XYZ format:
```
48
Properties=species:S:1:pos:R:3:forces:R:3
H -2.772 -0.752 1.182 0.331 -0.113 -0.198
N -1.248 -1.230 -0.255 -0.122 -0.479 -0.768
B 0.115 -2.314 -2.076 -0.956 -0.731 0.838
N -1.219 -2.130 -1.308 0.261 0.645 0.668
C -2.373 -2.827 -1.336 0.289 0.479 0.296
V 0.514 -0.047 0.323 -2.965 2.309 2.736
H -2.509 -3.612 -2.063 -0.145 0.059 0.022
C -3.180 -2.356 -0.311 0.009 -0.104 -0.157
H -4.168 -2.695 -0.067 -0.099 -0.057 0.049
C -2.449 -1.361 0.342 0.341 -0.346 -0.817
H -0.015 -3.197 -2.884 0.366 0.234 0.205
C 2.156 0.873 0.559 -0.456 -0.968 0.462
H 1.716 1.484 1.342 0.071 0.596 0.411
H 2.234 1.323 -0.392 0.943 0.957 -0.692
H 2.884 0.167 0.893 0.951 0.344 0.017
N 1.191 -2.581 -0.978 0.977 0.449 0.797
N 0.495 -0.976 -2.791 0.714 0.240 -2.993
N 1.431 -1.666 0.073 0.456 -3.384 -1.996
N 0.842 0.121 -2.017 -0.209 2.300 -1.202
C 2.009 -3.633 -0.824 -0.461 0.848 0.111
C 0.649 -0.683 -4.105 -0.828 -2.412 2.777
H 1.939 -4.422 -1.570 0.318 0.047 0.416
H 0.489 -1.457 -4.845 -0.034 0.233 -0.069
C 2.784 -3.442 0.333 0.102 -0.302 0.133
C 1.046 0.656 -4.196 0.258 0.954 -0.374
C 2.383 -2.221 0.871 0.108 -0.453 -0.577
C 1.131 1.123 -2.863 -0.313 -0.943 2.199
H 3.540 -4.137 0.709 -0.436 0.435 -0.065
H 1.247 1.216 -5.091 0.032 0.095 -0.203
H 2.713 -1.693 1.777 -0.119 -0.514 -0.581
H 1.350 2.133 -2.509 0.058 -0.477 -0.160
H -0.320 -0.379 1.706 0.737 0.023 -0.811
C -0.976 1.387 3.141 0.151 0.144 -0.182
Si -1.043 2.534 1.654 -0.430 1.323 1.664
C -2.753 3.352 1.626 -0.078 -0.281 -0.490
C 0.227 3.921 1.868 0.032 -0.268 -0.295
C -0.688 1.566 0.083 -0.181 -1.012 -2.173
H -1.201 1.956 4.053 0.007 -0.199 -0.163
H 0.025 0.949 3.240 -0.127 0.083 0.282
H -1.688 0.560 3.035 0.019 0.141 0.202
H -2.914 3.973 2.521 0.291 -0.261 -0.174
H -2.886 4.010 0.754 0.064 -0.182 0.197
H -3.564 2.609 1.601 0.178 0.156 -0.011
H 1.262 3.558 1.885 -0.103 0.159 0.055
H 0.146 4.661 1.059 0.013 -0.181 0.167
H 0.049 4.455 2.813 -0.012 -0.244 -0.229
H -1.603 1.152 -0.388 0.253 0.586 0.291
H -0.184 2.167 -0.697 -0.257 0.072 0.385
```
Forces are in eV/Å.